# 1
The following is a quantum chemistry calculation of a structure of composition C56H154AsF6N14O14Sn, from the OMol25 dataset.

Cartesian coordinates (Å):
Sn1 -0.2621 -3.2301 -1.5812
As1 0.4405 0.2040 0.1662
F1 1.8196 -0.4054 -0.5892
F2 0.7586 -0.3989 1.7093
F3 -1.0424 0.8850 0.7925
F4 -0.1819 0.6398 -1.3919
F5 -0.4433 -1.3328 -0.2410
F6 1.2849 1.7734 0.4971
C1 -4.6550 3.1508 -0.6267
C2 -4.9586 1.6395 -0.7872
C3 -5.9556 1.4899 -1.8850
O1 -5.3882 2.0766 -3.0908
C4 -6.2871 2.1168 -4.1760
N1 -3.8039 0.7322 -1.0503
H1 -5.5535 3.6582 -0.3924
H2 -4.1891 3.5969 -1.5166
H3 -3.9966 3.3942 0.1907
H4 -5.5152 1.1735 0.0793
H5 -6.8793 2.0856 -1.6279
H6 -6.2457 0.4681 -2.0724
H7 -7.0081 2.9291 -4.0962
H8 -6.8393 1.1419 -4.3969
H9 -5.6767 2.4114 -5.0394
H10 -3.2293 1.1930 -1.7056
H11 -3.2049 0.6394 -0.2098
C5 -0.4835 5.5946 1.9563
C6 0.9734 6.0735 2.0394
C7 2.0147 5.0470 1.6200
O2 3.3265 5.5509 1.7048
C8 3.7930 5.5125 3.0775
N2 1.0184 7.2597 1.2145
H12 -0.5748 4.5778 2.3243
H13 -0.6201 5.6059 0.8688
H14 -1.1493 6.3377 2.3421
H15 1.2470 6.4305 3.0360
H16 1.8149 4.7496 0.5568
H17 1.8612 4.1831 2.2448
H18 4.6051 6.3116 3.1446
H19 4.2690 4.5320 3.3057
H20 2.9631 5.7764 3.6817
H21 1.9091 7.8384 1.2908
H22 0.9914 7.0393 0.2400
C9 1.2707 -0.6487 -5.1798
C10 0.8250 -1.9253 -4.3934
C11 1.8042 -3.0457 -4.3327
O3 1.1651 -4.0404 -3.5158
C12 1.8005 -5.2518 -3.8104
N3 0.6188 -1.5399 -2.9591
H23 2.1398 -0.2279 -4.6821
H24 0.4988 0.0882 -5.1370
H25 1.4511 -0.9223 -6.2392
H26 -0.1204 -2.0572 -4.8855
H27 2.6884 -2.6641 -3.8248
H28 2.0657 -3.3998 -5.3347
H29 2.8196 -5.3321 -3.3522
H30 2.0380 -5.3749 -4.8308
H31 1.1182 -6.0085 -3.4779
H32 -0.0166 -0.7209 -2.9102
H33 1.4825 -1.1924 -2.6263
C13 -0.0108 7.1475 -3.1208
C14 -0.9122 6.0614 -3.6211
C15 -1.5895 5.2792 -2.4724
O4 -0.5844 4.5099 -1.8469
C16 -1.0276 3.4593 -1.0430
N4 -2.0093 6.4825 -4.5930
H34 0.6028 6.6743 -2.4077
H35 -0.4999 8.0653 -2.7434
H36 0.6670 7.4338 -3.9141
H37 -0.3808 5.3126 -4.2131
H38 -2.3862 4.6597 -2.8347
H39 -2.1077 5.9394 -1.7738
H40 -0.1675 2.9139 -0.6061
H41 -1.6496 2.7281 -1.5994
H42 -1.6837 3.9060 -0.2885
H43 -2.5072 7.3199 -4.2405
H44 -1.5400 6.7493 -5.4141
C17 -0.6766 2.4465 -4.5971
C18 -2.0621 2.0761 -5.1865
C19 -2.5290 0.6527 -4.6763
O5 -1.8743 -0.4313 -5.1753
C20 -2.2812 -0.9638 -6.3941
N5 -3.0992 3.0629 -4.9382
H45 -0.1204 3.2280 -5.1653
H46 0.0759 1.6639 -4.5410
H47 -0.8290 2.7682 -3.5741
H48 -1.9453 2.0459 -6.2655
H49 -3.5796 0.6056 -4.9010
H50 -2.3187 0.7012 -3.5756
H51 -2.3436 -0.2581 -7.2172
H52 -3.2872 -1.3694 -6.2535
H53 -1.5950 -1.7720 -6.6177
H54 -2.7285 3.9795 -5.0517
H55 -3.5946 3.0632 -4.0366
C21 4.4119 -4.3755 0.1489
C22 3.0628 -4.4149 -0.5877
C23 2.3053 -5.6747 -0.0685
O6 1.0100 -5.7988 -0.6328
C24 0.4481 -7.0468 -0.3319
N6 2.1728 -3.2237 -0.3890
H56 4.9581 -3.4090 -0.0983
H57 5.0073 -5.2041 -0.1954
H58 4.2877 -4.3642 1.2433
H59 3.3388 -4.4692 -1.6478
H60 2.2171 -5.5576 1.0432
H61 2.9242 -6.5405 -0.2868
H62 1.1942 -7.8778 -0.5124
H63 -0.3580 -7.1872 -1.0340
H64 0.1168 -7.1378 0.6848
H65 2.0969 -3.0942 0.6181
H66 2.6612 -2.4256 -0.8059
C25 -1.8978 -3.3424 5.7411
C26 -0.6851 -2.5530 6.2151
C27 0.5310 -2.6561 5.3729
O7 0.8035 -4.0546 5.0995
C28 1.9279 -4.2707 4.2949
N7 -0.9975 -1.1618 6.4585
H67 -2.5539 -2.6570 5.1744
H68 -2.6527 -3.6142 6.4960
H69 -1.7352 -4.2372 5.0231
H70 -0.3358 -2.9736 7.1699
H71 1.3614 -2.2196 5.9221
H72 0.4755 -2.0525 4.4709
H73 1.9439 -3.5642 3.4909
H74 1.8747 -5.3229 3.9818
H75 2.8466 -4.0572 4.8858
H76 -0.1960 -0.7541 6.9258
H77 -1.1248 -0.6070 5.6012
C29 -4.7990 -2.2668 -2.6222
C30 -3.4483 -3.0147 -2.6320
C31 -3.2817 -3.9103 -3.7957
O8 -1.8879 -4.2689 -3.9426
C32 -1.8538 -5.2016 -5.0081
N8 -2.2873 -2.1361 -2.5412
H78 -5.6396 -2.9147 -2.3292
H79 -5.1415 -1.8715 -3.5721
H80 -4.7617 -1.4780 -1.8846
H81 -3.3997 -3.5924 -1.7057
H82 -3.6340 -3.3284 -4.6505
H83 -3.8733 -4.8150 -3.6479
H84 -2.1657 -6.1976 -4.6700
H85 -0.8718 -5.2535 -5.4815
H86 -2.5800 -4.9677 -5.8315
H87 -2.2070 -1.6042 -3.4325
H88 -2.5369 -1.4733 -1.8216
C33 4.0731 -0.6502 3.6215
C34 4.1151 0.5091 4.6511
C35 5.3587 1.3844 4.4797
O9 5.2478 2.4802 5.3754
C36 6.1879 3.5499 5.3796
N9 2.8526 1.2492 4.4801
H89 3.2933 -1.3295 3.9836
H90 5.0052 -1.1915 3.4030
H91 3.7818 -0.2508 2.6622
H92 4.0844 0.0441 5.6650
H93 5.4599 1.6427 3.4063
H94 6.2716 0.8201 4.6944
H95 7.1126 3.2767 5.8266
H96 5.7762 4.3119 6.0306
H97 6.3911 3.8647 4.4232
H98 2.8053 2.0887 5.0725
H99 2.6987 1.5007 3.5047
C37 -1.9288 2.6904 4.6402
C38 -0.5476 2.2418 4.9888
C39 -0.2527 2.2952 6.4848
O10 -0.2265 3.6652 6.8812
C40 -0.5641 3.7575 8.2865
N10 -0.2988 0.9005 4.4068
H100 -2.1212 2.8259 3.5614
H101 -2.0212 3.6478 5.1636
H102 -2.7387 2.0954 4.9920
H103 0.1309 2.9106 4.4173
H104 0.7408 1.8617 6.5400
H105 -0.9792 1.8098 7.1223
H106 -0.5695 4.7833 8.6921
H107 0.1461 3.2179 8.7858
H108 -1.5437 3.2987 8.4930
H109 0.6651 0.5521 4.5201
H110 -0.5802 0.9893 3.4164
C41 -3.8799 -1.5116 1.8011
C42 -4.3075 -0.4573 2.7968
C43 -5.7675 -0.5692 2.9224
O11 -6.3364 -0.3191 1.6081
C44 -7.6747 -0.8168 1.6621
N11 -3.6688 -0.7147 4.0737
H111 -4.3725 -1.4222 0.8253
H112 -4.1983 -2.4695 2.2539
H113 -2.7636 -1.5294 1.7016
H114 -3.9974 0.5096 2.4236
H115 -6.1460 0.1246 3.6611
H116 -6.0323 -1.6399 3.1983
H117 -7.7215 -1.8539 1.9835
H118 -8.0847 -0.6929 0.6443
H119 -8.2301 -0.2291 2.3554
H120 -3.9747 -0.0746 4.8161
H121 -2.7038 -0.4860 3.9243
C45 -5.1781 -5.7018 0.8592
C46 -3.7843 -5.1510 0.3756
C47 -2.7557 -4.9899 1.5204
O12 -1.6547 -4.2460 1.1217
C48 -0.7667 -3.8053 2.1303
N12 -3.1699 -5.8975 -0.7597
H122 -5.7157 -4.9682 1.4318
H123 -5.0481 -6.5659 1.4568
H124 -5.8108 -5.9996 0.0627
H125 -4.0081 -4.1374 -0.0064
H126 -2.4464 -5.9685 1.9581
H127 -3.2291 -4.5097 2.4341
H128 -1.2612 -2.9293 2.6898
H129 0.1105 -3.4665 1.5385
H130 -0.4899 -4.5521 2.9418
H131 -2.3045 -6.3689 -0.4474
H132 -3.7925 -6.5687 -1.1655
C49 5.8695 -0.7363 -0.3134
C50 6.0404 -0.4656 -1.8049
C51 6.7834 -1.6109 -2.4518
O13 7.9521 -1.9255 -1.7543
C52 8.8194 -2.9034 -2.4135
N13 4.6874 -0.4500 -2.4100
H133 5.3428 -1.6708 -0.0632
H134 5.3692 0.1199 0.1092
H135 6.8298 -0.7546 0.2388
H136 6.6207 0.4764 -1.8988
H137 7.1434 -1.3275 -3.4418
H138 6.0894 -2.4716 -2.4569
H139 8.2554 -3.8425 -2.5520
H140 9.6467 -3.0809 -1.7051
H141 9.1563 -2.5369 -3.3724
H142 4.2894 0.4509 -2.1099
H143 4.6548 -0.2969 -3.4263
C53 3.2819 3.8562 -3.9263
C54 3.6415 2.6957 -2.9837
C55 3.9165 3.2604 -1.5913
O14 4.2337 2.1884 -0.7227
C56 4.1498 2.5511 0.6283
N14 2.5592 1.6852 -2.9666
H144 4.1202 4.5703 -3.7644
H145 2.2980 4.3449 -3.6708
H146 3.3139 3.5608 -5.0028
H147 4.5605 2.2038 -3.2646
H148 3.1326 3.7770 -1.1010
H149 4.8207 3.9397 -1.7024
H150 3.2067 2.9281 0.8477
H151 4.9237 3.1998 1.0967
H152 4.2544 1.6040 1.1306
H153 2.4905 1.3099 -2.0143
H154 1.7911 2.3507 -3.1299

Computed properties:
HOMO level	-9.96	eV
energy relative to the best compared isomer or geometry (same formula, charge and spin)	19.4	kcal per mole
E	-193062.5034	eV
2S+1	1
total charge	+1

# 2
The following is a quantum chemistry calculation of a cluster of 17 separate species, C56H160N14O17 in total, from the OMol25 dataset.

Cartesian coordinates (Å):
O1 -0.9006 3.6948 1.6378
H1 -0.0949 4.1653 1.3170
H2 -1.6372 4.2261 1.3210
O2 -2.3502 -1.9569 -2.9564
H3 -2.2622 -1.3269 -3.6969
H4 -1.4919 -2.2554 -2.7600
O3 3.5393 2.9520 -0.3428
H5 3.2003 2.6556 0.5317
H6 4.4572 2.6251 -0.4172
C1 -0.0548 -2.4447 7.2025
C2 -0.2186 -2.4988 5.7034
C3 0.9881 -1.8890 5.0133
O4 1.1114 -0.4508 5.2189
C4 2.4212 0.0775 5.0149
N1 -0.3837 -3.9076 5.2364
H7 0.3062 -1.5105 7.5012
H8 0.7235 -3.2018 7.4380
H9 -0.9636 -2.7127 7.7449
H10 -1.1132 -1.8825 5.5005
H11 0.9303 -2.0099 3.9175
H12 1.8783 -2.4637 5.2475
H13 2.8128 -0.1956 4.0301
H14 3.0354 -0.3533 5.8077
H15 2.2811 1.2204 5.0992
H16 -0.4467 -4.0108 4.1856
H17 -1.3635 -4.2322 5.4036
C5 -6.4138 2.9574 5.7025
C6 -7.5141 1.9977 5.4082
C7 -7.2594 0.6578 6.0442
O5 -5.9000 0.3205 5.7466
C8 -5.5460 -0.9063 6.4119
N2 -8.8264 2.4479 5.8473
H18 -6.2512 2.9273 6.8105
H19 -6.7500 3.9423 5.4207
H20 -5.4538 2.6453 5.1992
H21 -7.7017 1.9200 4.2841
H22 -7.9744 -0.1025 5.7435
H23 -7.2681 0.7596 7.1339
H24 -4.6084 -1.1598 6.1362
H25 -6.2447 -1.7553 6.2583
H26 -5.3864 -0.7953 7.4976
H27 -8.9939 3.4096 5.5812
H28 -8.8237 2.3890 6.8836
C9 4.8954 -2.1587 1.0494
C10 4.0001 -3.2341 0.4600
C11 4.7619 -4.5357 0.1366
O6 5.3500 -4.9988 1.3197
C12 5.9789 -6.2579 1.1582
N3 2.8731 -3.4052 1.3320
H29 5.1540 -2.5286 2.0290
H30 4.4506 -1.1402 1.0790
H31 5.7880 -1.9670 0.4156
H32 3.6821 -2.8883 -0.5221
H33 5.5111 -4.3337 -0.6720
H34 3.9635 -5.2911 -0.1589
H35 6.7776 -6.2884 0.3852
H36 5.2361 -6.9659 0.7516
H37 6.3398 -6.6500 2.1382
H38 3.0540 -3.8905 2.2093
H39 2.0583 -3.8197 0.8443
C13 5.6040 3.0891 2.6083
C14 5.6697 1.5768 2.5446
C15 6.7336 1.2908 1.4245
O7 6.1063 1.6298 0.1859
C16 7.0861 1.3628 -0.8333
N4 5.9966 0.9395 3.7709
H40 4.7464 3.3967 3.2115
H41 5.3957 3.6577 1.6789
H42 6.4838 3.4456 3.0696
H43 4.7630 1.2762 2.0204
H44 6.8815 0.2168 1.3636
H45 7.6360 1.7715 1.6178
H46 8.0448 1.8102 -0.5178
H47 6.6605 1.8247 -1.7555
H48 7.2133 0.2777 -0.9587
H49 5.4317 0.1058 3.9026
H50 5.6107 1.5204 4.4960
C17 5.3206 -1.1451 -2.8168
C18 5.6345 -1.9266 -4.0502
C19 7.1517 -1.9984 -4.3647
O8 7.6872 -0.6913 -4.4008
C20 9.0139 -0.6428 -4.8428
N5 5.1962 -3.3368 -4.1200
H51 5.8365 -0.1640 -2.8322
H52 5.8537 -1.6788 -1.9988
H53 4.2638 -1.0691 -2.6120
H54 5.1896 -1.4432 -4.9495
H55 7.4540 -2.5392 -5.2583
H56 7.6664 -2.4535 -3.5538
H57 9.6787 -1.1564 -4.1126
H58 9.2457 0.4511 -4.9401
H59 9.2287 -1.1336 -5.7813
H60 4.1557 -3.2280 -4.0782
H61 5.4391 -3.8948 -3.3256
C21 0.4847 -4.5309 -4.0461
C22 1.0855 -3.6396 -2.9529
C23 1.4203 -2.2702 -3.5204
O9 2.2301 -2.3822 -4.6610
C24 2.3395 -1.2441 -5.4387
N6 0.1795 -3.3967 -1.8075
H62 -0.4758 -4.1234 -4.2890
H63 0.3082 -5.6117 -3.7726
H64 1.1605 -4.4394 -4.8917
H65 2.0354 -4.0784 -2.5628
H66 1.9448 -1.5505 -2.8549
H67 0.4516 -1.7283 -3.8614
H68 3.2147 -1.4004 -6.1786
H69 2.6026 -0.3620 -4.7384
H70 1.3615 -1.0913 -5.9523
H71 0.0821 -4.2756 -1.2891
H72 0.5454 -2.7271 -1.1848
C25 1.6229 6.8768 3.1787
C26 1.8487 5.3822 3.2004
C27 0.8658 4.6480 4.1294
O10 1.0865 3.2695 4.1764
C28 -0.0058 2.5989 4.7731
N7 1.7134 4.8852 1.8160
H73 0.9946 7.0511 2.2893
H74 2.5157 7.4027 2.9371
H75 1.1088 7.3412 4.0320
H76 2.8699 5.1489 3.5169
H77 -0.1412 4.8283 3.7221
H78 0.9086 4.9957 5.1445
H79 -0.9862 2.8775 4.5026
H80 0.1120 2.8601 5.8429
H81 0.1855 1.5008 4.6039
H82 2.1341 3.9881 1.7630
H83 2.3497 5.4984 1.2555
C29 3.6770 2.2122 -5.6522
C30 4.1353 3.6286 -5.6716
C31 4.1448 4.2951 -4.3564
O11 2.7989 4.5701 -4.0558
C32 2.5161 4.5189 -2.6694
N8 5.4742 3.6500 -6.2563
H84 4.1384 1.6475 -4.8155
H85 3.8272 1.7559 -6.6137
H86 2.5904 2.1704 -5.5324
H87 3.4126 4.1527 -6.2726
H88 4.8253 5.1013 -4.3555
H89 4.5747 3.6757 -3.5321
H90 2.7011 3.5065 -2.3157
H91 1.4525 4.8203 -2.4672
H92 3.1316 5.3034 -2.1572
H93 5.5342 2.9199 -6.9144
H94 5.6382 4.5541 -6.7452
C33 -1.0169 3.2437 -1.9767
C34 -1.9702 2.1388 -1.4070
C35 -3.4263 2.4257 -1.9681
O12 -3.2687 2.6526 -3.3920
C36 -4.5304 2.7485 -4.0625
N9 -1.4091 0.7920 -1.7659
H95 -0.0518 3.0789 -1.5618
H96 -1.3261 4.2228 -1.6799
H97 -0.9436 3.0933 -3.0774
H98 -1.9966 2.1803 -0.3600
H99 -3.7916 3.4169 -1.5353
H100 -4.0545 1.5866 -1.7885
H101 -4.8867 1.7465 -4.3325
H102 -4.4265 3.4258 -4.9081
H103 -5.3558 3.2829 -3.3967
H104 -1.4560 0.0826 -1.0589
H105 -1.7802 0.4737 -2.6454
C37 -5.8298 -0.8189 -1.7099
C38 -4.9457 -1.4133 -0.6152
C39 -5.5441 -1.5826 0.7637
O13 -6.2951 -0.4136 1.1373
C40 -6.7826 -0.5787 2.4791
N10 -4.3733 -2.7355 -0.9376
H106 -6.1920 0.1435 -1.4298
H107 -6.6844 -1.4758 -1.9498
H108 -5.2198 -0.6267 -2.5830
H109 -4.0952 -0.7607 -0.4901
H110 -4.7934 -1.7310 1.5073
H111 -6.0979 -2.5399 0.7965
H112 -7.1542 0.3672 2.8349
H113 -6.0063 -0.8996 3.2022
H114 -7.5532 -1.3240 2.6308
H115 -5.1197 -3.4525 -0.9131
H116 -4.0037 -2.6962 -1.9105
C41 -2.3365 -2.3546 -7.0019
C42 -3.5484 -1.6079 -6.4001
C43 -3.1340 -0.2302 -6.1232
O14 -2.0895 -0.2187 -5.2152
C44 -1.3064 0.8666 -5.4395
N11 -4.7813 -1.4484 -7.2521
H117 -2.2392 -2.0291 -8.0096
H118 -2.4945 -3.4588 -7.0644
H119 -1.4671 -2.2198 -6.3108
H120 -3.8293 -2.0740 -5.5117
H121 -4.0331 0.4079 -5.8622
H122 -2.6940 0.1981 -7.0070
H123 -2.0055 1.7411 -5.4882
H124 -0.6201 0.8348 -6.3455
H125 -0.6947 0.9545 -4.4419
H126 -5.1128 -2.3613 -7.5410
H127 -4.4317 -0.9898 -8.1307
C45 1.7525 0.2143 0.0013
C46 1.0396 1.2160 1.0383
C47 0.0776 0.4297 1.9237
O15 -0.6181 -0.5307 1.1714
C48 -1.7527 -1.0973 1.8045
N12 2.0997 1.8559 1.8785
H128 1.1920 0.0126 -0.8817
H129 1.8700 -0.7907 0.4452
H130 2.7708 0.5717 -0.2503
H131 0.3644 1.9301 0.5448
H132 -0.6633 1.0429 2.5255
H133 0.6236 -0.0115 2.7263
H134 -2.2957 -1.5523 0.9426
H135 -2.4063 -0.3702 2.3497
H136 -1.5638 -1.9139 2.5160
H137 1.7274 2.3477 2.6894
H138 2.8228 1.2124 2.1870
C49 -2.9529 -4.8036 1.6296
C50 -1.9755 -4.9768 0.5239
C51 -0.8613 -6.0095 0.8804
O16 0.0513 -6.0639 -0.2358
C52 0.9817 -7.1018 0.0078
N13 -2.6229 -5.3582 -0.7064
H139 -3.4148 -5.7832 1.7692
H140 -3.6009 -3.9981 1.3331
H141 -2.4510 -4.5068 2.5653
H142 -1.5024 -4.0002 0.3658
H143 -1.2224 -7.0310 1.1483
H144 -0.2679 -5.6145 1.7009
H145 1.7788 -7.0483 -0.7327
H146 0.5654 -8.1276 -0.0868
H147 1.3727 -7.0331 1.0090
H148 -3.0519 -4.5240 -1.1142
H149 -1.9141 -5.6080 -1.4118
C53 -3.9853 2.3626 2.4964
C54 -4.8065 3.2072 1.4443
C55 -6.2383 3.1507 1.9357
O17 -7.0415 4.1214 1.2376
C56 -8.3140 4.2406 1.8773
N14 -4.2569 4.5251 1.3087
H150 -4.4041 1.3505 2.7392
H151 -3.9059 2.9651 3.4129
H152 -2.9799 2.1481 2.2586
H153 -4.8302 2.6675 0.5107
H154 -6.3447 3.3217 2.9916
H155 -6.6387 2.1834 1.5545
H156 -9.0507 3.4270 1.7519
H157 -8.8383 5.1060 1.4665
H158 -8.1110 4.5159 2.9313
H159 -4.3777 5.0738 2.1792
H160 -4.7978 5.0500 0.6398

Computed properties:
HOMO level	-8.34	eV
energy relative to the best compared isomer or geometry (same formula, charge and spin)	37.1	kcal per mole
E	-116326.2353	eV
2S+1	1

Which formula does entry 2 have? C56H160N14O17

Which of these has the lowest energy relative to the best compared isomer or geometry (same formula, charge and spin)? C56H154AsF6N14O14Sn